[1]
Molecular formula: C14H42O7
Method: DFT, ωB97M-V/def2-TZVPD

```
63
C14H42O7, DFT ωB97M-V/def2-TZVPD
C -2.375 2.905 -0.483
C -1.965 4.148 0.419
O -1.209 5.177 -0.215
H -3.160 3.172 -1.191
H -2.765 2.216 0.266
H -1.460 2.551 -0.959
H -1.410 3.828 1.301
H -2.952 4.493 0.727
H -1.373 6.020 0.214
C 0.515 0.104 -0.066
C 1.183 -0.954 -1.054
O 1.958 -1.909 -0.470
H 1.274 0.804 0.284
H -0.142 -0.293 0.708
H -0.179 0.645 -0.710
H 1.701 -0.511 -1.905
H 0.430 -1.509 -1.613
H 2.171 -2.486 -1.207
C 5.429 -1.118 3.014
C 4.103 -1.447 2.186
O 4.317 -1.091 0.780
H 5.676 -0.061 3.115
H 6.263 -1.727 2.664
H 5.349 -1.495 4.034
H 3.313 -0.830 2.613
H 3.952 -2.522 2.287
H 3.502 -1.395 0.374
C -3.440 0.843 4.251
C -1.923 1.036 4.031
O -1.235 0.578 5.155
H -3.702 1.110 5.275
H -3.774 -0.160 3.987
H -4.093 1.394 3.573
H -1.672 2.096 4.013
H -1.499 0.571 3.140
H -0.490 1.167 5.295
C -3.444 -3.015 -0.459
C -2.986 -2.140 0.693
O -3.016 -2.726 1.936
H -4.424 -3.330 -0.100
H -2.809 -3.888 -0.610
H -3.656 -2.525 -1.409
H -3.324 -1.108 0.591
H -1.917 -2.047 0.501
H -2.399 -3.458 1.998
C 1.069 2.858 -3.343
C 1.507 4.011 -2.380
O 1.219 3.714 -1.050
H 1.515 2.935 -4.335
H 0.007 3.070 -3.471
H 1.180 1.855 -2.930
H 1.264 5.017 -2.722
H 2.594 4.077 -2.418
H 0.426 4.150 -0.728
C -0.101 -3.405 -4.110
C 1.154 -4.081 -3.420
O 2.181 -3.341 -2.881
H -0.681 -2.842 -3.379
H -0.682 -4.242 -4.497
H 0.120 -2.669 -4.883
H 1.617 -4.700 -4.189
H 0.793 -4.833 -2.718
H 2.478 -2.689 -3.520
```

Its largest force on an atom is 4.22 eV/Å. Its energy above the lowest of the compared OMol25 structures with the same formula, charge and spin is 348.13 kJ/mol. Its net charge is 0.



[2]
Molecular formula: C14H42O7
Method: DFT, ωB97M-V/def2-TZVPD

```
63
C14H42O7, DFT ωB97M-V/def2-TZVPD
C 0.361 -0.404 0.889
C -0.642 0.539 1.504
O -1.451 -0.101 2.488
H -0.062 -0.749 -0.057
H 0.533 -1.263 1.539
H 1.310 0.068 0.641
H -1.291 1.005 0.756
H -0.108 1.366 1.987
H -2.358 0.252 2.488
C -6.355 0.981 1.466
C -4.872 1.269 1.383
O -4.131 0.693 2.450
H -6.665 -0.062 1.503
H -6.927 1.422 0.641
H -6.834 1.516 2.295
H -4.643 2.340 1.398
H -4.485 0.864 0.447
H -4.405 1.061 3.296
C 5.063 2.624 -1.309
C 3.983 1.687 -1.834
O 2.733 2.178 -1.375
H 4.860 3.593 -1.780
H 6.100 2.368 -1.520
H 4.963 2.872 -0.251
H 4.198 0.673 -1.475
H 3.984 1.667 -2.928
H 2.081 1.479 -1.640
C 4.782 -1.225 1.207
C 5.738 -1.755 2.227
O 6.650 -2.700 1.675
H 5.355 -0.632 0.494
H 4.014 -0.625 1.695
H 4.278 -2.065 0.723
H 5.221 -2.187 3.095
H 6.293 -0.893 2.632
H 7.234 -2.939 2.401
C 1.600 -0.480 -4.280
C 0.817 -0.661 -2.958
O 0.749 0.549 -2.208
H 1.438 0.513 -4.700
H 1.177 -1.220 -4.964
H 2.680 -0.604 -4.221
H 1.253 -1.467 -2.368
H -0.214 -0.963 -3.172
H 0.120 1.106 -2.698
C -2.405 1.489 -2.331
C -2.147 2.000 -3.739
O -0.774 2.326 -3.924
H -3.417 1.629 -1.958
H -1.796 2.084 -1.637
H -2.056 0.471 -2.151
H -2.730 2.907 -3.922
H -2.524 1.245 -4.438
H -0.657 2.647 -4.822
C -3.507 -3.852 3.799
C -2.603 -2.663 3.511
O -1.549 -3.054 2.679
H -3.069 -4.541 4.524
H -3.676 -4.397 2.868
H -4.483 -3.576 4.201
H -2.331 -2.234 4.481
H -3.213 -1.908 3.010
H -1.190 -2.263 2.266
```

Its largest force on an atom is 1.55 eV/Å. Its energy above the lowest of the compared OMol25 structures with the same formula, charge and spin is 184.11 kJ/mol. Its net charge is 0.



[3]
Molecular formula: C14H42O7S5
Method: DFT, ωB97M-V/def2-TZVPD

```
68
C14H42O7S5, DFT ωB97M-V/def2-TZVPD
C 45.160 33.216 39.940
C 44.738 33.052 38.517
O 45.012 34.145 37.779
H 44.575 34.061 40.482
H 46.198 33.547 40.085
H 44.874 32.350 40.635
H 43.705 32.941 38.553
H 45.174 32.176 37.969
H 44.583 33.979 37.002
C 45.630 43.145 38.561
C 45.855 42.022 37.538
O 44.771 40.987 37.705
H 44.500 43.533 38.580
H 46.462 43.741 38.338
H 45.675 42.630 39.523
H 46.961 41.628 37.820
H 45.783 42.499 36.379
H 45.446 40.194 37.543
C 46.543 39.744 34.179
S 47.720 38.322 34.366
O 47.289 37.114 33.484
C 49.161 39.080 33.677
H 46.440 40.472 35.061
H 45.743 39.289 33.817
H 47.000 40.337 33.450
H 49.923 38.380 33.670
H 49.451 39.895 34.327
H 48.545 39.435 32.698
C 44.113 37.535 37.910
S 45.903 37.445 37.716
O 46.360 38.790 37.321
C 46.261 37.315 39.458
H 43.781 38.222 38.722
H 43.913 36.515 38.421
H 43.871 37.507 36.826
H 47.234 36.975 39.740
H 45.775 36.452 39.682
H 46.084 38.114 39.960
C 47.707 37.179 42.973
S 47.380 38.879 43.605
O 46.368 39.527 42.640
C 46.475 38.127 45.022
H 48.239 36.662 43.481
H 48.115 37.467 42.039
H 46.892 36.599 42.863
H 47.147 37.400 45.504
H 45.406 37.565 44.867
H 46.199 38.749 45.855
C 49.566 40.390 37.480
S 50.003 40.115 39.181
O 51.138 40.954 39.575
C 48.484 40.645 40.016
H 49.269 41.385 37.537
H 48.905 39.709 37.219
H 50.427 40.149 36.860
H 48.453 41.814 39.682
H 48.676 40.582 41.131
H 47.601 40.099 39.720
C 44.418 36.395 34.121
S 44.877 34.680 33.707
O 44.583 33.946 34.984
C 43.567 34.361 32.465
H 44.457 36.924 33.329
H 45.089 36.766 34.896
H 43.539 36.306 34.448
H 42.534 34.006 32.630
H 43.922 33.601 31.736
H 43.554 35.274 31.732
```

Its largest force on an atom is 11.47 eV/Å. Its energy above the lowest of the compared OMol25 structures with the same formula, charge and spin is 1.78 kJ/mol. Its net charge is 0.



[4]
Molecular formula: C14H43FN6O2P2Si
Method: DFT, ωB97M-V/def2-TZVPD

```
69
C14H43FN6O2P2Si, DFT ωB97M-V/def2-TZVPD
C 3.491 -2.016 -0.444
N 3.332 -0.576 -0.411
C 4.217 0.049 -1.393
P 2.998 0.394 0.982
O 2.370 1.573 0.279
N 1.570 -0.178 1.759
C 1.050 -1.523 1.624
C 0.441 0.729 1.830
N 3.982 -0.583 2.059
C 3.730 -0.352 3.503
C 5.432 -0.316 1.872
H 4.440 -2.366 -0.012
H 3.463 -2.362 -1.480
H 2.682 -2.542 0.052
H 5.269 0.045 -1.074
H 3.930 1.084 -1.574
H 4.157 -0.466 -2.354
H 0.667 -1.716 0.615
H 0.230 -1.688 2.327
H 1.798 -2.273 1.890
H -0.107 0.779 0.882
H 0.756 1.733 2.105
H -0.253 0.401 2.609
H 3.840 0.702 3.774
H 4.433 -0.938 4.098
H 2.740 -0.680 3.801
H 5.673 0.743 1.995
H 5.771 -0.631 0.886
H 6.019 -0.889 2.589
C -4.240 -3.917 -2.606
N -3.637 -3.427 -1.382
C -3.667 -4.471 -0.359
P -3.708 -1.805 -0.766
O -2.428 -1.900 0.038
N -3.101 -0.690 -1.933
C -3.037 -1.002 -3.346
C -1.954 0.111 -1.511
N -5.349 -1.554 -1.337
C -5.782 -0.133 -1.363
C -6.345 -2.244 -0.477
H -5.333 -4.022 -2.551
H -3.835 -4.905 -2.841
H -4.005 -3.303 -3.469
H -4.672 -4.620 0.061
H -2.996 -4.230 0.464
H -3.332 -5.426 -0.768
H -2.292 -1.778 -3.565
H -2.769 -0.111 -3.919
H -4.011 -1.303 -3.734
H -1.026 -0.472 -1.539
H -2.091 0.498 -0.505
H -1.829 0.982 -2.160
H -5.664 0.348 -0.389
H -6.832 -0.073 -1.655
H -5.233 0.446 -2.099
H -6.258 -1.944 0.571
H -6.236 -3.327 -0.531
H -7.356 -2.025 -0.816
F 4.279 7.217 1.791
C 2.983 7.035 2.301
C 2.057 6.402 1.256
Si 3.040 5.672 -0.209
H 3.088 6.425 3.199
H 2.656 8.036 2.586
H 1.417 7.205 0.882
H 1.386 5.656 1.684
H 2.378 4.489 -0.779
H 4.401 5.254 0.174
H 3.212 6.767 -1.189
```

The value obtained for the calculated total energy is -2110.17815 Ha. Its largest force on an atom is 7.42 eV/Å. Its net charge is 0.



[5]
Molecular formula: C14H43InO8
Method: DFT, ωB97M-V/def2-TZVPD

```
66
C14H43InO8, DFT ωB97M-V/def2-TZVPD
In -5.219 -2.101 -1.577
O -1.806 0.834 -0.248
H -1.824 1.651 0.286
C 4.010 -1.860 1.711
C 3.227 -0.656 1.351
O 1.906 -0.872 1.796
H 5.082 -1.746 1.550
H 3.661 -2.682 1.086
H 3.858 -2.070 2.770
H 3.219 -0.510 0.270
H 3.571 0.208 1.919
H 1.288 -0.477 1.177
C -1.744 0.251 6.227
C -0.671 -0.740 6.648
O 0.583 -0.314 6.160
H -1.790 0.478 5.162
H -1.750 1.229 6.709
H -2.674 -0.221 6.545
H -0.791 -1.742 6.235
H -0.665 -0.840 7.734
H 0.554 -0.398 5.204
C 2.014 5.088 -3.929
C 1.388 4.484 -2.708
O 0.749 3.357 -3.256
H 2.725 4.423 -4.420
H 2.559 6.019 -3.770
H 1.263 5.265 -4.700
H 0.655 5.193 -2.321
H 2.115 4.092 -1.997
H 0.352 2.886 -2.519
C -1.972 -6.470 2.875
C -1.125 -5.775 1.859
O -1.636 -4.511 1.716
H -2.030 -6.001 3.857
H -1.500 -7.445 2.989
H -2.991 -6.532 2.493
H -1.177 -6.265 0.887
H -0.084 -5.859 2.173
H -1.051 -3.837 2.068
C 1.667 -4.628 -3.745
C 0.777 -3.361 -3.664
O -0.511 -3.836 -3.777
H 1.646 -5.120 -4.718
H 1.387 -5.331 -2.961
H 2.711 -4.340 -3.626
H 0.927 -2.540 -4.366
H 0.817 -2.886 -2.684
H -0.682 -4.226 -4.637
C -3.732 2.498 -7.470
C -3.310 1.050 -7.146
O -3.163 0.885 -5.778
H -3.856 2.619 -8.546
H -3.024 3.252 -7.126
H -4.720 2.675 -7.044
H -2.374 0.756 -7.621
H -4.053 0.379 -7.578
H -2.299 1.210 -5.514
C 0.231 5.173 3.892
C 1.629 4.680 4.134
O 2.311 5.713 4.762
H -0.250 5.407 4.842
H -0.372 4.389 3.435
H 0.120 6.085 3.307
H 2.143 4.534 3.184
H 1.598 3.772 4.737
H 2.098 5.657 5.696
```

Its largest force on an atom is 2.57 eV/Å. Its energy above the lowest of the compared OMol25 structures with the same formula, charge and spin is 284.04 kJ/mol. Its net charge is +2.



[6]
Molecular formula: C14H43N3O6
Method: DFT, ωB97M-V/def2-TZVPD

```
66
C14H43N3O6, DFT ωB97M-V/def2-TZVPD
C 3.183 -6.692 -4.744
O 3.673 -5.365 -4.865
C 3.754 -4.717 -3.618
C 4.672 -3.491 -3.743
C 6.073 -3.868 -4.162
N 4.726 -2.832 -2.442
H 2.886 -7.039 -5.729
H 2.465 -6.757 -3.925
H 3.987 -7.376 -4.432
H 2.747 -4.348 -3.378
H 4.177 -5.349 -2.830
H 4.194 -2.894 -4.534
H 6.090 -4.257 -5.180
H 6.495 -4.664 -3.539
H 6.743 -3.018 -4.019
H 3.783 -2.646 -2.112
H 5.235 -1.959 -2.488
C 8.573 -13.769 -1.205
O 7.217 -13.689 -1.587
C 6.706 -12.376 -1.492
C 5.205 -12.400 -1.704
C 4.753 -13.014 -3.028
N 4.591 -11.086 -1.466
H 8.729 -13.483 -0.162
H 9.173 -13.095 -1.829
H 8.880 -14.791 -1.407
H 6.979 -11.912 -0.539
H 7.206 -11.789 -2.280
H 4.849 -13.063 -0.907
H 3.707 -13.324 -3.029
H 5.310 -13.937 -3.219
H 4.911 -12.336 -3.870
H 5.060 -10.423 -2.087
H 3.644 -11.105 -1.836
C 10.545 -7.522 -5.198
O 9.376 -7.827 -4.477
C 8.421 -8.546 -5.218
C 7.165 -8.771 -4.360
C 6.171 -9.595 -5.175
N 6.555 -7.484 -4.038
H 11.234 -8.374 -5.191
H 11.060 -6.758 -4.608
H 10.368 -7.111 -6.194
H 8.111 -7.985 -6.106
H 8.816 -9.524 -5.523
H 7.437 -9.268 -3.428
H 6.106 -9.187 -6.183
H 5.200 -9.658 -4.689
H 6.574 -10.611 -5.227
H 6.138 -6.941 -4.779
H 7.200 -6.914 -3.502
C 5.488 -5.890 1.494
C 4.807 -5.119 0.360
O 5.609 -5.077 -0.807
H 4.796 -6.071 2.312
H 6.342 -5.310 1.842
H 5.864 -6.836 1.098
H 4.697 -4.078 0.689
H 3.807 -5.529 0.168
H 5.487 -4.231 -1.275
O 3.158 -9.238 0.163
H 3.665 -9.975 -0.239
H 3.361 -8.490 -0.410
O 4.847 -7.693 -1.671
H 4.965 -7.028 -0.972
H 5.481 -7.433 -2.370
```

Its largest force on an atom is 1.56 eV/Å. Its energy above the lowest of the compared OMol25 structures with the same formula, charge and spin is 0.00 kJ/mol. Its net charge is 0.



[7]
Molecular formula: C14H43O8V
Method: DFT, ωB97M-V/def2-TZVPD

```
66
C14H43O8V, DFT ωB97M-V/def2-TZVPD
V 0.716 1.485 0.617
O -0.631 0.115 -0.297
H -1.329 0.539 0.241
C -0.650 -4.363 2.545
C -0.634 -3.438 1.300
O -0.483 -2.083 1.503
H 0.340 -4.674 2.877
H -1.418 -5.078 2.249
H -1.112 -3.801 3.356
H -1.620 -3.460 0.837
H 0.020 -3.764 0.491
H -0.766 -1.501 0.794
C -0.075 3.392 -2.693
C -0.334 4.048 -1.354
O -0.704 3.026 -0.480
H 0.058 4.080 -3.528
H -0.714 2.532 -2.894
H 0.966 3.071 -2.689
H -1.128 4.789 -1.268
H 0.602 4.459 -0.975
H -1.631 2.885 -0.687
C 3.832 2.709 -1.585
C 3.614 1.283 -1.015
O 2.192 1.143 -0.968
H 3.482 3.510 -0.934
H 3.341 2.783 -2.555
H 4.887 2.965 -1.681
H 3.931 1.244 0.027
H 4.094 0.441 -1.513
H 2.014 0.408 -1.560
C -3.641 -0.958 -2.605
C -3.258 0.549 -2.648
O -2.949 1.027 -1.379
H -2.948 -1.592 -2.052
H -3.799 -1.397 -3.590
H -4.616 -0.938 -2.118
H -4.096 1.063 -3.121
H -2.357 0.655 -3.252
H -2.076 0.657 -1.229
C 2.003 -1.250 3.816
C 2.471 -0.640 2.487
O 1.345 -0.330 1.779
H 1.878 -0.537 4.631
H 2.819 -1.883 4.163
H 1.182 -1.967 3.790
H 3.088 -1.285 1.861
H 3.015 0.283 2.686
H 0.828 -1.127 1.638
C -1.386 0.827 4.329
C -1.708 0.941 2.867
O -0.618 1.684 2.374
H -0.409 0.344 4.324
H -2.043 0.103 4.813
H -1.309 1.757 4.891
H -2.644 1.469 2.688
H -1.775 0.002 2.317
H -0.419 2.413 2.966
C 0.093 -2.966 -2.567
C 0.521 -1.572 -3.238
O 1.005 -0.711 -2.236
H 0.885 -3.501 -2.043
H -0.363 -3.632 -3.300
H -0.636 -2.792 -1.776
H -0.398 -1.189 -3.682
H 1.203 -1.733 -4.073
H 0.254 -0.518 -1.670
```

Its largest force on an atom is 2.90 eV/Å. Its energy above the lowest of the compared OMol25 structures with the same formula, charge and spin is 0.00 kJ/mol. The spin multiplicity is 5. Its net charge is 0.